No. 1
{"formula": "C6H11N", "method": "the ωB97M-V functional and the def2-TZVPD basis", "multiplicity": 1, "gap_ev": 8.98, "energy_ev": -7887.713, "smiles": "C=CC/C(C)=C/N", "charge": 0, "symbols": ["C", "C", "C", "C", "C", "C", "N", "H", "H", "H", "H", "H", "H", "H", "H", "H", "H", "H"], "positions_angstrom": [[-2.450, -0.240, 1.844], [-1.561, 0.525, 1.143], [-1.106, 0.139, -0.235], [0.330, -0.068, -0.470], [1.125, 1.312, -0.208], [1.028, -1.162, -0.738], [2.138, -1.242, -1.676], [-2.545, -0.230, 2.956], [-2.927, -1.044, 1.270], [-0.948, 1.245, 1.704], [-1.752, -0.758, -0.591], [-1.469, 1.036, -0.837], [1.528, 1.545, 0.789], [2.041, 1.186, -0.818], [0.570, 2.191, -0.662], [0.680, -2.153, -0.424], [2.507, -0.355, -1.624], [2.813, -1.927, -1.424]], "forces_ev_per_a": [[1.4406, 0.5439, -0.6580], [-0.1641, -2.0225, 2.4102], [-3.2157, -0.4654, -0.6549], [1.7205, 3.4791, 1.8470], [0.0327, -0.6779, -2.7838], [-0.0746, -2.0277, -1.3979], [-2.3299, -0.8614, 1.8842], [-0.2705, 0.4092, -1.1815], [-0.0434, 0.2140, 0.5467], [-0.3533, -0.0265, -0.3904], [1.0877, 1.3836, 0.5415], [0.7630, -1.1166, -0.1000], [-0.8461, -0.4633, -0.0428], [-0.2348, 0.6483, 0.2558], [0.6176, -0.9039, 0.7553], [-0.4661, 0.2236, -0.6947], [1.7192, 2.1861, -0.6224], [0.6171, -0.5226, 0.2858]]}

***

No. 2
{"formula": "C11H13N", "method": "the ωB97M-V functional and the def2-TZVPD basis", "multiplicity": 1, "gap_ev": [5.12, 7.53], "energy_ev": -13100.061, "charge": 0, "symbols": ["C", "C", "C", "C", "C", "C", "C", "C", "C", "C", "C", "N", "H", "H", "H", "H", "H", "H", "H", "H", "H", "H", "H", "H", "H"], "positions_angstrom": [[-2.776, -1.153, -0.261], [-2.389, -1.231, 1.106], [-2.007, -0.574, -1.294], [-1.261, -0.883, 1.913], [0.083, 1.104, 1.384], [-1.273, -0.299, -2.367], [-1.125, -1.173, 3.233], [1.739, 0.489, -1.014], [1.879, 1.591, -0.304], [2.576, 0.024, -2.150], [1.166, 1.986, 1.003], [-0.313, 0.024, 1.437], [-3.714, -1.594, -0.458], [-3.037, -1.989, 1.610], [-1.124, 0.677, -2.704], [-1.125, -1.186, -3.043], [-0.495, -0.658, 3.926], [-1.795, -1.925, 3.802], [1.156, -0.282, -0.624], [2.697, 2.325, -0.514], [3.159, 0.838, -2.420], [3.262, -0.731, -1.979], [1.972, -0.308, -2.954], [1.968, 1.972, 1.790], [0.777, 2.957, 0.882]], "forces_ev_per_a": [[3.6984, 1.9089, -0.2548], [-1.1141, -2.5214, -0.8311], [-0.7255, -0.6456, 0.6494], [0.4802, 1.5705, 0.9551], [0.5471, 4.8045, 1.1524], [-2.0375, -2.9091, 1.1977], [-2.0917, -1.9790, 1.2994], [1.1239, -0.4951, 0.5854], [1.0943, 1.2570, 0.4182], [-1.2317, 1.3758, 0.3050], [1.7917, -1.6575, -0.9903], [-1.5682, -5.4239, -1.0541], [-1.0197, -0.0399, -0.5497], [0.4415, 1.0523, 0.0144], [0.4031, 1.3724, -0.5582], [0.5549, 1.0217, 0.5920], [0.7371, 0.2898, -0.2814], [0.9570, 1.2326, -1.5027], [-1.6003, -0.8589, 0.5830], [-0.7991, -0.5512, -0.3420], [1.1461, 1.6397, -1.1803], [1.0870, -1.8078, 1.0523], [-0.6774, -0.1596, -1.0038], [-0.9579, 0.1669, -0.3716], [-0.2390, 1.3567, 0.1156]]}

***

No. 3
{"formula": "C10H20B2F6O8S", "method": "the ωB97M-V functional and the def2-TZVPD basis", "multiplicity": 1, "gap_ev": 8.46, "energy_ev": -55567.449, "smiles": "O=S(=O)(B(COC(F)(F)F)CB(O)O)C(F)(F)F.COCCOCCOC", "charge": 0, "symbols": ["O", "S", "O", "B", "C", "O", "C", "F", "F", "F", "C", "B", "O", "O", "C", "F", "F", "F", "H", "H", "H", "H", "H", "H", "C", "O", "C", "C", "O", "C", "C", "O", "C", "H", "H", "H", "H", "H", "H", "H", "H", "H", "H", "H", "H", "H", "H"], "positions_angstrom": [[-0.564, 3.233, 0.347], [-1.974, 3.089, 0.585], [-2.388, 3.108, 1.963], [-2.562, 1.439, -0.165], [-4.090, 1.130, -0.350], [-4.914, 1.873, 0.572], [-5.395, 1.174, 1.615], [-5.662, 2.009, 2.618], [-6.527, 0.535, 1.289], [-4.531, 0.245, 2.047], [-1.459, 0.463, -0.549], [-1.328, 0.285, -2.131], [-0.896, -0.892, -2.655], [-1.601, 1.358, -2.963], [-2.800, 4.514, -0.269], [-2.393, 4.588, -1.542], [-4.132, 4.367, -0.245], [-2.443, 5.624, 0.397], [-4.314, 0.072, -0.345], [-4.364, 1.493, -1.340], [-0.498, 0.728, -0.119], [-1.714, -0.511, -0.131], [-1.203, -1.601, -2.094], [-2.449, 1.253, -3.388], [3.768, -4.661, -0.155], [3.835, -3.285, -0.455], [2.886, -2.851, -1.413], [2.284, -1.511, -1.053], [1.387, -1.524, 0.050], [1.900, -1.692, 1.363], [2.669, -0.509, 1.909], [3.940, -0.378, 1.299], [4.330, 0.957, 1.060], [4.214, -5.264, -0.953], [4.329, -4.824, 0.763], [2.734, -4.984, 0.012], [2.082, -3.587, -1.523], [3.397, -2.747, -2.380], [1.667, -1.201, -1.900], [3.056, -0.750, -0.931], [2.478, -2.613, 1.450], [1.014, -1.808, 1.992], [2.818, -0.665, 2.986], [2.075, 0.401, 1.771], [3.513, 1.542, 0.623], [5.157, 0.937, 0.352], [4.668, 1.442, 1.983]], "forces_ev_per_a": [[0.0191, 0.2610, -0.6285], [0.8474, -0.3317, 0.7312], [-0.6405, -0.0440, -0.0029], [-0.2071, -0.1831, -0.2593], [0.2034, 0.7395, 0.1330], [-0.0866, -0.1736, 0.0966], [-0.0075, 0.5317, 0.0462], [0.0296, -0.2190, -0.3160], [-0.1608, -0.2029, 0.0463], [0.1349, -0.1459, 0.1719], [-0.3882, -0.2455, 0.3534], [0.3771, 0.5823, 0.2362], [-0.6868, 0.1272, -0.4639], [0.1039, -0.0113, 0.5191], [-0.0446, 0.3933, 0.1817], [-0.1973, 0.0420, 0.4365], [0.5936, 0.2486, -0.0803], [-0.3518, -0.5477, -0.5675], [-0.1078, -0.2965, 0.1317], [-0.1121, 0.0859, -0.2587], [0.3987, 0.1387, -0.1753], [-0.0098, -0.2625, 0.0616], [0.5394, -0.5715, 0.3297], [-0.1473, 0.0397, -0.6818], [0.1168, 0.0688, -0.0449], [-0.2525, 0.0428, 0.2304], [0.2228, -0.0046, 0.0055], [-0.0135, 0.1989, -0.0976], [-0.1563, -0.0084, -0.0668], [-0.0301, -0.0983, 0.0735], [0.2112, -0.0375, 0.0915], [-0.1843, -0.0017, -0.3174], [0.0747, -0.0546, 0.0969], [-0.0762, -0.0650, 0.0013], [0.0600, 0.0129, -0.0278], [-0.0049, -0.0229, -0.0398], [-0.0121, -0.0288, 0.0213], [-0.1568, -0.0114, -0.0875], [0.0010, -0.0361, -0.0131], [0.1306, -0.1201, 0.1489], [0.1724, 0.0688, -0.0706], [-0.0194, 0.0075, -0.0061], [-0.1618, 0.0510, 0.0424], [0.0001, 0.0283, -0.0286], [-0.0073, 0.0121, 0.0285], [0.0360, -0.0335, 0.0395], [-0.0493, 0.0772, -0.0204]]}

***

No. 4
{"formula": "C10H4IrN3O2S2", "method": "the ωB97M-V functional and the def2-TZVPD basis", "multiplicity": 1, "gap_ev": [5.92, 5.91], "energy_ev": -43507.043, "charge": 0, "symbols": ["Ir", "S", "C", "C", "N", "C", "S", "C", "N", "O", "C", "O", "C", "C", "C", "C", "C", "N", "H", "H", "H", "H"], "positions_angstrom": [[-0.001, -0.270, 0.000], [1.706, -2.000, -0.094], [0.699, -3.365, 0.153], [1.375, -4.591, 0.327], [1.946, -5.575, 0.464], [-0.692, -3.367, 0.150], [-1.701, -2.008, -0.101], [-1.364, -4.596, 0.318], [-1.931, -5.583, 0.450], [0.000, 1.910, 3.603], [-0.001, 1.417, 2.496], [-0.002, 0.195, 2.189], [-0.001, 2.410, 1.288], [0.000, 3.772, 1.548], [0.000, 4.652, 0.483], [0.000, 4.139, -0.808], [-0.001, 2.767, -0.983], [-0.002, 1.917, 0.048], [0.001, 4.091, 2.579], [0.000, 5.716, 0.663], [0.001, 4.794, -1.666], [-0.001, 2.343, -1.978]], "forces_ev_per_a": [[-0.0059, -1.7690, 3.0027], [-2.7097, 2.1019, 0.0082], [-1.8048, -0.0109, -0.1499], [0.2063, -0.3763, 0.0677], [0.2661, -0.3857, 0.0482], [1.8404, -0.0322, -0.1343], [2.6684, 2.1655, 0.0110], [-0.1917, -0.3758, 0.0649], [-0.2757, -0.4001, 0.0496], [-0.0015, -0.4325, -0.1028], [0.0026, 2.6570, -0.4472], [-0.0015, -2.4487, -2.8438], [0.0019, -0.0617, 1.1559], [-0.0010, -0.1916, -0.1545], [0.0000, -0.2127, 0.0649], [-0.0017, -0.1498, 0.0247], [0.0020, 0.4882, -0.5146], [0.0067, -0.5161, -0.1355], [-0.0010, -0.0275, 0.0454], [0.0011, 0.1327, -0.0633], [-0.0006, -0.0426, -0.0732], [-0.0006, -0.1121, 0.0758]]}

***

No. 5
{"formula": "CH4N2P2", "method": "the ωB97M-V functional and the def2-TZVPD basis", "multiplicity": 1, "gap_ev": 9.58, "energy_ev": -22655.880, "charge": 0, "symbols": ["C", "N", "N", "P", "P", "H", "H", "H", "H"], "positions_angstrom": [[-0.031, 0.297, -0.079], [0.856, -0.516, 0.687], [-0.998, -0.251, -0.963], [1.703, 0.797, -0.088], [-1.767, 0.690, 0.298], [0.729, -0.482, 1.693], [-1.017, 0.132, -1.903], [2.088, -0.018, -1.170], [-1.562, -0.648, 1.524]], "forces_ev_per_a": [[-0.0292, 0.2657, 0.1759], [-0.1440, -0.6445, 0.1227], [0.1141, -0.6995, -0.2707], [0.0028, 0.4498, 0.0238], [1.0261, -2.1700, 2.2759], [0.0305, 0.2593, -0.1033], [-0.0963, 0.1483, 0.1948], [0.1256, 0.0938, -0.3496], [-1.0295, 2.2970, -2.0696]]}